Entry from the OMol25 dataset: a molecular structure, C40H31O7S3TeW (wB97M-V/def2-TZVPD).

Cartesian coordinates (Å):
W1 0.42 -2.73 0.12
O1 2.32 -5.60 2.69
C1 1.50 -4.98 2.17
O2 0.60 -4.39 1.70
C2 2.32 -2.50 0.64
O3 3.33 -2.70 1.25
O4 1.93 -1.52 -0.19
C3 -1.79 1.69 7.39
C4 -1.55 1.21 5.98
C5 -2.18 1.85 4.91
C6 -1.96 1.43 3.61
C7 -1.09 0.37 3.38
C8 -0.46 -0.29 4.43
C9 -0.70 0.14 5.72
S1 -0.81 -0.10 1.70
O5 -0.23 -1.53 1.84
C10 0.62 0.89 1.30
C11 1.82 0.67 2.00
C12 2.93 1.36 1.65
C13 2.89 2.31 0.59
C14 4.05 3.03 0.21
C15 3.99 3.94 -0.81
C16 2.78 4.18 -1.49
C17 1.65 3.49 -1.15
C18 1.68 2.54 -0.10
C19 0.52 1.79 0.27
C20 -0.76 1.99 -0.48
C21 -1.66 3.01 -0.08
C22 -1.38 3.88 1.01
C23 -2.27 4.85 1.37
C24 -3.49 5.00 0.67
C25 -3.78 4.19 -0.38
C26 -2.88 3.17 -0.79
C27 -3.17 2.32 -1.89
C28 -2.29 1.35 -2.27
C29 -1.08 1.20 -1.56
S2 0.07 -0.11 -1.92
O6 -0.56 -1.30 -1.18
C30 -0.26 -0.41 -3.64
C31 0.26 0.49 -4.56
C32 0.04 0.27 -5.90
C33 -0.67 -0.85 -6.34
C34 -0.87 -1.11 -7.81
C35 -1.17 -1.74 -5.39
C36 -0.97 -1.53 -4.03
H1 -2.84 1.91 7.56
H2 -1.23 2.60 7.58
H3 -1.47 0.94 8.12
H4 -2.86 2.67 5.10
H5 -2.46 1.92 2.78
H6 0.19 -1.13 4.23
H7 -0.22 -0.37 6.55
H8 1.86 -0.08 2.79
H9 3.87 1.18 2.16
H10 4.97 2.85 0.74
H11 4.88 4.49 -1.09
H12 2.75 4.90 -2.29
H13 0.72 3.68 -1.67
H14 -0.45 3.76 1.55
H15 -2.05 5.51 2.20
H16 -4.18 5.78 0.97
H17 -4.71 4.30 -0.93
H18 -4.10 2.45 -2.42
H19 -2.50 0.71 -3.11
H20 0.84 1.35 -4.23
H21 0.43 0.96 -6.63
H22 -0.88 -0.18 -8.38
H23 -1.80 -1.64 -8.00
H24 -0.05 -1.73 -8.19
H25 -1.71 -2.62 -5.72
H26 -1.35 -2.22 -3.30
O7 -1.65 -3.42 0.63
H27 -2.30 -3.52 -0.08
H28 -2.06 -2.99 1.39
Te1 0.61 -4.50 -1.80
C37 1.68 -6.04 -0.85
C38 2.99 -6.01 -0.47
C39 3.42 -7.24 0.11
C40 2.43 -8.17 0.15
S3 0.97 -7.56 -0.51
H29 3.63 -5.15 -0.59
H30 4.42 -7.42 0.48
H31 2.47 -9.18 0.53

Its net charge is +1. The molar mass is 1031.3 g/mol. As for the energy above the lowest of the compared OMol25 structures with the same formula, charge and spin: 156.4 kJ/mol. Its spin multiplicity is 1. As for the HOMO-LUMO gap (spin up / spin down): 6.87 / 6.84 eV. For the HOMO energy (spin up / spin down), the calculation gives -0.3540 / -0.3528 Ha.

=====

Entry from the OMol25 dataset: a molecular structure, C40H32AsBrCl5InN2O3P (wB97M-V/def2-TZVPD).

Cartesian coordinates (Å):
In1 -2.32 -0.71 -0.44
Cl1 -2.39 3.11 -0.17
C1 -3.86 2.20 -0.28
C2 -3.85 0.87 -0.38
C3 -5.16 0.14 -0.50
Cl2 -5.05 -1.15 0.76
C4 -6.52 0.94 -0.50
Cl3 -7.71 0.39 0.69
C5 -6.33 2.43 -0.36
Cl4 -7.77 3.36 -0.37
C6 -5.13 3.00 -0.28
Cl5 -5.01 4.70 -0.17
C7 0.45 -4.21 0.11
C8 -0.96 -3.70 0.01
N1 -1.92 -4.54 -0.27
O1 -1.14 -2.46 0.21
H1 0.50 -5.29 0.16
H2 0.94 -3.78 0.98
H3 0.99 -3.88 -0.78
H4 -1.68 -5.50 -0.46
H5 -2.85 -4.22 -0.61
Br1 -6.92 1.71 -3.36
C9 -6.80 0.38 -1.96
C10 -8.00 -0.52 -2.14
N2 -7.95 -1.78 -2.32
C11 -6.69 -2.44 -2.29
C12 -5.52 -1.83 -2.14
C13 -5.45 -0.35 -1.95
C14 -4.24 -2.56 -1.93
O2 -4.22 -3.75 -1.65
O3 -3.15 -1.80 -2.03
H6 -8.97 -0.03 -2.16
H7 -6.74 -3.52 -2.38
H8 -4.72 0.07 -2.64
C15 1.44 -0.87 -0.36
C16 2.85 -0.28 -0.26
As1 3.43 0.21 1.57
C17 4.86 1.39 1.01
C18 5.09 2.52 1.79
C19 6.12 3.41 1.46
C20 6.90 3.17 0.34
C21 6.67 2.05 -0.45
C22 5.65 1.17 -0.12
C23 4.40 -1.45 1.92
C24 3.62 -2.57 2.24
C25 4.20 -3.80 2.49
C26 5.59 -3.93 2.44
C27 6.37 -2.82 2.15
C28 5.78 -1.59 1.89
P1 0.05 0.30 -0.24
C29 0.31 1.51 -1.55
C30 1.23 2.56 -1.44
C31 1.41 3.44 -2.50
C32 0.68 3.27 -3.67
C33 -0.21 2.22 -3.80
C34 -0.40 1.34 -2.74
C35 0.05 1.01 1.42
C36 -0.28 0.09 2.42
C37 -0.23 0.48 3.76
C38 0.12 1.78 4.08
C39 0.42 2.69 3.08
C40 0.39 2.31 1.76
H9 1.26 -1.64 0.39
H10 1.29 -1.34 -1.34
H11 2.96 0.58 -0.91
H12 3.54 -1.04 -0.61
H13 4.48 2.71 2.66
H14 6.30 4.28 2.08
H15 7.70 3.85 0.09
H16 7.28 1.86 -1.32
H17 5.48 0.29 -0.74
H18 2.54 -2.47 2.32
H19 3.59 -4.65 2.74
H20 6.05 -4.88 2.65
H21 7.45 -2.91 2.13
H22 6.41 -0.73 1.67
H23 1.82 2.69 -0.54
H24 2.12 4.25 -2.41
H25 0.83 3.95 -4.50
H26 -0.78 2.08 -4.71
H27 -1.11 0.53 -2.85
H28 -0.54 -0.93 2.17
H29 -0.48 -0.23 4.53
H30 0.16 2.08 5.12
H31 0.68 3.71 3.34
H32 0.63 3.03 0.99

Its net charge is +1. The molar mass is 1066.6 g/mol. As for the energy above the lowest of the compared OMol25 structures with the same formula, charge and spin: 305.3 kJ/mol. Its spin multiplicity is 1. As for the HOMO-LUMO gap: 7.93 eV. For the HOMO energy, the calculation gives -0.3991 Ha.

=====

Entry from the OMol25 dataset: a molecular structure, C40H32BrKN5O4S (wB97M-V/def2-TZVPD).

Cartesian coordinates (Å):
K1 -0.21 -0.58 -0.51
C1 -1.07 -3.95 0.09
O1 -1.49 -2.66 0.50
C2 -2.22 -2.57 1.65
C3 -2.37 -3.62 2.55
C4 -3.14 -3.45 3.69
C5 -3.76 -2.24 3.95
C6 -3.60 -1.18 3.06
C7 -2.84 -1.33 1.90
N1 -2.56 -0.24 1.03
N2 -3.42 0.68 1.12
C8 -3.17 1.90 0.53
C9 -1.86 2.36 0.21
O2 -0.83 1.63 0.17
C10 -1.72 3.79 -0.02
C11 -2.77 4.63 -0.05
C12 -4.10 4.16 0.19
C13 -5.20 5.03 0.14
C14 -6.48 4.59 0.40
C15 -6.67 3.24 0.72
C16 -5.61 2.36 0.77
C17 -4.29 2.80 0.51
H1 -1.93 -4.62 0.01
H2 -0.34 -4.38 0.78
H3 -0.60 -3.82 -0.89
H4 -1.89 -4.57 2.36
H5 -3.24 -4.27 4.38
H6 -4.35 -2.10 4.85
H7 -4.04 -0.22 3.25
H8 -0.70 4.14 -0.21
H9 -2.63 5.68 -0.26
H10 -5.03 6.07 -0.11
H11 -7.32 5.27 0.36
H12 -7.67 2.87 0.93
H13 -5.77 1.32 1.01
O3 2.03 -4.41 -1.28
C18 2.42 -4.63 -2.54
C19 2.96 -5.87 -2.90
C20 3.35 -6.10 -4.20
C21 3.21 -5.12 -5.17
C22 2.67 -3.89 -4.81
C23 2.27 -3.63 -3.51
C24 1.73 -2.27 -3.08
O4 0.93 -2.35 -1.97
N3 2.94 -1.42 -2.93
N4 2.87 -0.12 -2.60
C25 1.76 0.51 -2.72
C26 1.72 1.95 -2.45
Br1 3.07 2.60 -1.28
C27 0.87 2.86 -2.94
C28 -0.26 2.68 -3.88
C29 -1.11 1.58 -3.91
C30 -2.15 1.50 -4.83
C31 -2.36 2.53 -5.73
C32 -1.53 3.65 -5.70
C33 -0.51 3.72 -4.77
H14 1.49 -3.52 -1.39
H15 3.06 -6.63 -2.13
H16 3.77 -7.07 -4.47
H17 3.51 -5.30 -6.20
H18 2.56 -3.11 -5.55
H19 1.19 -1.83 -3.94
H20 3.71 -1.86 -2.45
H21 0.85 0.02 -3.04
H22 1.04 3.89 -2.66
H23 -1.01 0.78 -3.18
H24 -2.80 0.64 -4.82
H25 -3.17 2.47 -6.45
H26 -1.70 4.46 -6.39
H27 0.13 4.60 -4.75
S1 2.98 1.25 3.21
C34 1.74 0.96 2.04
N5 1.88 -0.07 1.30
C35 3.05 -0.75 1.61
C36 3.48 -1.92 0.98
C37 4.67 -2.49 1.41
C38 5.41 -1.91 2.44
C39 4.99 -0.75 3.07
C40 3.80 -0.18 2.65
H28 0.89 1.63 1.93
H29 2.90 -2.36 0.19
H30 5.02 -3.39 0.94
H31 6.34 -2.37 2.76
H32 5.57 -0.31 3.87

Its net charge is -1. The molar mass is 797.8 g/mol. As for the energy above the lowest of the compared OMol25 structures with the same formula, charge and spin: 43.0 kJ/mol. Its spin multiplicity is 1. As for the HOMO-LUMO gap: 6.71 eV. For the HOMO energy, the calculation gives -0.1644 Ha.